{"formula": "C52H103INO10", "method": "ωB97M-V with the def2-TZVPD basis set", "symbols": ["C", "C", "C", "C", "C", "C", "C", "C", "C", "C", "C", "C", "C", "C", "C", "C", "C", "I", "C", "C", "C", "C", "N", "O", "C", "C", "C", "C", "H", "H", "H", "H", "H", "H", "H", "H", "H", "H", "H", "H", "H", "H", "H", "H", "H", "H", "H", "H", "H", "H", "H", "H", "H", "H", "H", "H", "H", "H", "H", "H", "H", "H", "H", "H", "H", "H", "H", "H", "H", "H", "H", "H", "H", "H", "H", "H", "H", "C", "C", "O", "C", "H", "H", "H", "H", "H", "H", "C", "C", "O", "C", "H", "H", "H", "H", "H", "H", "C", "C", "O", "C", "H", "H", "H", "H", "H", "H", "C", "C", "O", "C", "H", "H", "H", "H", "H", "H", "C", "C", "O", "C", "H", "H", "H", "H", "H", "H", "C", "C", "O", "C", "H", "H", "H", "H", "H", "H", "C", "C", "O", "C", "H", "H", "H", "H", "H", "H", "C", "C", "O", "C", "H", "H", "H", "H", "H", "H", "C", "C", "O", "C", "H", "H", "H", "H", "H", "H"], "xyz": [[-2.8085, 0.3354, 4.0408], [-1.5002, 0.2375, 4.8268], [-0.6955, 1.5321, 4.9171], [-1.2269, 2.6011, 5.8747], [-2.5717, 3.2586, 5.5385], [-2.7785, 3.6389, 4.0635], [-2.9574, 5.1388, 3.8195], [-2.9722, 5.4860, 2.3101], [-3.6172, 4.3892, 1.4704], [-4.0177, 4.7666, 0.0400], [-3.5507, 3.6413, -0.8901], [-4.1343, 2.2765, -0.4754], [-3.0982, 1.2766, 0.0504], [-2.5148, 0.3379, -1.0181], [-1.1571, -0.2967, -0.6439], [0.0993, 0.0917, -1.4341], [0.7101, 1.5152, -1.3511], [-0.1504, 2.6564, -3.0190], [2.2097, 1.3581, -1.6574], [3.0913, 2.6199, -1.5217], [4.5089, 2.1243, -1.0575], [3.3400, 3.3052, -2.8589], [2.5982, 3.5702, -0.4989], [2.0290, 4.6238, -0.9844], [1.7650, 2.9580, 0.5620], [2.5422, 2.0010, 1.4791], [1.2712, 4.1018, 1.4730], [0.5151, 2.2444, -0.0081], [-3.5670, 0.7908, 4.6645], [-3.1580, -0.6621, 3.8008], [-2.6513, 0.9251, 3.1469], [-0.8628, -0.4551, 4.2755], [-1.6245, -0.2096, 5.8102], [-0.4841, 1.9167, 3.9275], [0.2777, 1.2411, 5.3180], [-0.4868, 3.3795, 6.0358], [-1.3576, 2.1014, 6.8355], [-3.4151, 2.6673, 5.8771], [-2.6151, 4.1818, 6.1090], [-1.9664, 3.3150, 3.4194], [-3.6792, 3.1436, 3.7308], [-3.8601, 5.5047, 4.2990], [-2.1066, 5.6568, 4.2556], [-3.5071, 6.4269, 2.1959], [-1.9590, 5.6479, 1.9550], [-4.5094, 4.0648, 1.9953], [-2.9222, 3.5639, 1.4188], [-3.5235, 5.6716, -0.3078], [-5.0892, 4.9273, -0.0541], [-3.7846, 3.8384, -1.9341], [-2.4709, 3.6077, -0.7947], [-4.6768, 1.7960, -1.2836], [-4.8507, 2.4392, 0.3231], [-2.3285, 1.7519, 0.6502], [-3.6393, 0.6191, 0.7245], [-2.5288, 0.7779, -2.0097], [-3.2332, -0.4766, -1.0565], [-1.2647, -1.3636, -0.8276], [-1.0286, -0.2125, 0.4318], [0.8795, -0.6198, -1.1697], [-0.1169, -0.0871, -2.4817], [2.5691, 0.5792, -0.9931], [2.3356, 0.9865, -2.6650], [4.6850, 2.4115, -0.0273], [5.2796, 2.5921, -1.6603], [4.6023, 1.0518, -1.1600], [4.1961, 3.9664, -2.7913], [3.5571, 2.5238, -3.5810], [2.4814, 3.8532, -3.2165], [3.2401, 2.5778, 2.0774], [3.0668, 1.2232, 0.9362], [1.8419, 1.5018, 2.1349], [1.9869, 4.9120, 1.5162], [0.2783, 4.4409, 1.2141], [1.2049, 3.7013, 2.4805], [0.1515, 1.5864, 0.7714], [-0.2617, 2.9813, -0.1518], [-0.1155, 6.9770, 8.1707], [-1.6046, 6.7556, 8.0608], [-2.0645, 5.9094, 7.3296], [-2.4929, 7.6382, 8.9035], [0.4032, 6.2804, 7.5157], [0.1339, 7.9969, 7.8741], [0.2125, 6.8114, 9.1981], [-2.3406, 8.6852, 8.6370], [-2.2626, 7.4999, 9.9611], [-3.5337, 7.3756, 8.7295], [-5.1835, -2.8655, 0.1553], [-6.1663, -1.7266, 0.1508], [-5.7961, -0.5779, 0.2510], [-7.6293, -2.0762, 0.0139], [-4.1760, -2.4687, 0.2618], [-5.3888, -3.5328, 0.9942], [-5.2462, -3.4200, -0.7783], [-7.9387, -2.7131, 0.8440], [-7.8006, -2.6025, -0.9264], [-8.2230, -1.1644, 0.0245], [-5.3719, -2.5783, 5.5648], [-4.6054, -3.5184, 4.6673], [-4.6039, -3.3810, 3.4648], [-3.8400, -4.6355, 5.3331], [-5.8700, -1.8265, 4.9561], [-6.1226, -3.1305, 6.1327], [-4.6877, -2.0803, 6.2543], [-4.5237, -5.2769, 5.8915], [-3.0940, -4.2229, 6.0150], [-3.3367, -5.2302, 4.5740], [-1.4627, -4.3055, -1.6600], [-2.6388, -4.6520, -2.5397], [-3.7773, -4.4936, -2.1611], [-2.3245, -5.2006, -3.9082], [-1.8228, -3.9220, -0.7072], [-0.8555, -5.1941, -1.4814], [-0.8479, -3.5429, -2.1417], [-1.7517, -6.1239, -3.8185], [-1.7433, -4.4716, -4.4747], [-3.2525, -5.4055, -4.4387], [0.8148, -4.2984, -6.2552], [0.7601, -5.7896, -6.0246], [0.6842, -6.2543, -4.9110], [0.8041, -6.6733, -7.2478], [0.7767, -3.7814, -5.2988], [1.7419, -4.0319, -6.7649], [-0.0334, -3.9824, -6.8653], [1.7310, -6.5043, -7.7981], [-0.0445, -6.4544, -7.8980], [0.7577, -7.7161, -6.9428], [0.4005, -1.0955, 9.4504], [-1.0682, -1.3797, 9.2508], [-1.4468, -2.2479, 8.4988], [-2.0441, -0.5319, 10.0302], [0.9863, -1.7723, 8.8327], [0.6248, -0.0672, 9.1616], [0.6721, -1.2445, 10.4966], [-1.9206, 0.5197, 9.7655], [-1.8768, -0.6569, 11.1012], [-3.0598, -0.8394, 9.7924], [5.4493, -0.0717, -4.9445], [5.4806, -0.7160, -3.5840], [4.4769, -0.8537, -2.9202], [6.8247, -1.1836, -3.0854], [4.4278, 0.2171, -5.1858], [6.0809, 0.8188, -4.9505], [5.8075, -0.7798, -5.6933], [7.5131, -0.3390, -3.0197], [7.2305, -1.9286, -3.7719], [6.7121, -1.6280, -2.0986], [9.4715, -2.9382, -6.1162], [8.2222, -3.0604, -6.9553], [7.1623, -2.6088, -6.5792], [8.3521, -3.7677, -8.2790], [9.2420, -2.4099, -5.1932], [9.8557, -3.9296, -5.8723], [10.2346, -2.3822, -6.6626], [8.6891, -4.7936, -8.1244], [9.0695, -3.2455, -8.9138], [7.3895, -3.7875, -8.7809], [5.6013, -5.1206, -13.0243], [5.8569, -4.9984, -11.5419], [6.9792, -5.0047, -11.0909], [4.6473, -4.8674, -10.6476], [6.5496, -5.2073, -13.5494], [4.9992, -6.0074, -13.2282], [5.0733, -4.2373, -13.3868], [4.0067, -5.7441, -10.7552], [4.0805, -3.9739, -10.9136], [4.9678, -4.7877, -9.6110]], "lowdin_spin": [0.000, 0.000, 0.000, 0.000, 0.000, 0.000, 0.000, 0.000, 0.000, 0.000, 0.000, 0.000, 0.000, 0.000, 0.000, 0.001, 0.001, 0.006, 0.014, 0.025, 0.008, -0.002, 0.355, 0.545, 0.025, 0.000, -0.001, 0.015, 0.000, 0.000, 0.000, 0.000, 0.000, 0.000, 0.000, 0.000, 0.000, 0.000, 0.000, 0.000, 0.000, 0.000, 0.000, 0.000, 0.000, 0.000, 0.000, 0.000, 0.000, 0.000, 0.000, 0.000, 0.000, 0.000, 0.000, 0.000, 0.000, 0.000, 0.000, 0.000, 0.000, 0.000, 0.001, 0.002, 0.000, 0.000, 0.000, 0.000, 0.000, 0.001, 0.000, 0.000, 0.000, 0.000, 0.000, 0.001, 0.002, 0.000, 0.000, 0.000, 0.000, 0.000, 0.000, 0.000, 0.000, 0.000, 0.000, 0.000, 0.000, 0.000, 0.000, 0.000, 0.000, 0.000, 0.000, 0.000, 0.000, 0.000, 0.000, 0.000, 0.000, 0.000, 0.000, 0.000, 0.000, 0.000, 0.000, 0.000, 0.000, 0.000, 0.000, 0.000, 0.000, 0.000, 0.000, 0.000, 0.000, 0.000, 0.000, 0.000, 0.000, 0.000, 0.000, 0.000, 0.000, 0.000, 0.000, 0.000, 0.000, 0.000, 0.000, 0.000, 0.000, 0.000, 0.000, 0.000, 0.000, 0.000, 0.000, 0.000, 0.000, 0.000, 0.000, 0.000, 0.000, 0.000, 0.000, 0.000, 0.000, 0.000, 0.000, 0.000, 0.000, 0.000, 0.000, 0.000, 0.000, 0.000, 0.000, 0.000, 0.000, 0.000, 0.000, 0.000, 0.000, 0.000, 0.000], "homo_energy_ev": [-8.0, -8.5], "spin_multiplicity": 2, "lumo_energy_ev": [0.3, 0.3], "e_above_lowest_kcal_mol": 0.00, "e_tot_ev": -85658.1017, "gap_ev": [8.295, 8.801], "mol_weight_g_mol": 1029.3}